# 1
This record from the Open Molecules 2025 dataset describes a structure of composition C33H60N5O2PPtSSb. The level of theory is ωB97M-V with the def2-TZVPD basis set.

As for the expectation value of S²: 2.006. For the frontier orbital gap (spin up / spin down), the calculation gives 0.294 / 0.250 Eh. The value obtained for the HOMO energy (spin up / spin down) is -9.94 / -10.77 eV. Its total charge is +1. Its multiplicity is 3.

Element x y z (Å)
Pt (-0.572, 0.655, -0.571)
C (1.010, 1.242, -6.692)
C (1.405, 0.041, -5.833)
N (1.661, 0.407, -4.434)
C (3.059, 0.500, -4.018)
C (3.724, 1.833, -4.352)
C (0.623, 0.739, -3.646)
S (0.984, 1.542, -2.130)
N (-0.579, 0.541, -4.145)
C (-1.729, 0.417, -3.497)
O (-1.890, 0.248, -2.256)
C (-2.953, 0.422, -4.343)
C (-2.868, 0.421, -5.733)
C (-4.023, 0.412, -6.496)
C (-5.267, 0.402, -5.880)
C (-5.357, 0.398, -4.494)
C (-4.204, 0.410, -3.728)
H (0.879, 0.932, -7.728)
H (1.782, 2.011, -6.657)
H (0.082, 1.676, -6.326)
H (2.322, -0.399, -6.222)
H (0.623, -0.716, -5.864)
H (3.594, -0.313, -4.509)
H (3.108, 0.334, -2.944)
H (3.801, 1.981, -5.429)
H (4.733, 1.847, -3.939)
H (3.158, 2.658, -3.921)
H (-1.895, 0.416, -6.203)
H (-3.953, 0.406, -7.576)
H (-6.167, 0.394, -6.481)
H (-6.325, 0.383, -4.012)
H (-4.258, 0.409, -2.648)
O (-0.509, -0.999, 1.073)
P (0.351, -2.107, 1.615)
N (0.156, -2.368, 3.247)
C (-1.091, -2.942, 3.814)
C (-1.342, -2.155, 5.103)
C (0.055, -1.661, 5.481)
C (0.621, -1.275, 4.123)
N (0.141, -3.580, 0.900)
C (0.596, -3.741, -0.488)
C (0.521, -5.249, -0.682)
C (-0.784, -5.591, 0.038)
C (-0.780, -4.671, 1.266)
N (1.942, -1.708, 1.463)
C (2.450, -0.727, 0.499)
C (3.935, -0.672, 0.830)
C (4.268, -2.130, 1.172)
C (3.000, -2.651, 1.861)
H (-0.926, -3.997, 4.040)
H (-1.933, -2.864, 3.123)
H (-1.805, -2.772, 5.871)
H (-1.995, -1.301, 4.912)
H (0.641, -2.477, 5.908)
H (0.047, -0.827, 6.181)
H (1.709, -1.202, 4.107)
H (0.205, -0.307, 3.814)
H (1.605, -3.344, -0.614)
H (-0.068, -3.233, -1.199)
H (1.368, -5.728, -0.186)
H (0.518, -5.537, -1.732)
H (-0.860, -6.639, 0.321)
H (-1.629, -5.348, -0.607)
H (-0.394, -5.189, 2.147)
H (-1.786, -4.313, 1.489)
H (1.952, 0.234, 0.629)
H (2.297, -1.046, -0.540)
H (4.098, -0.039, 1.705)
H (4.524, -0.281, 0.002)
H (5.136, -2.215, 1.822)
H (4.477, -2.693, 0.261)
H (3.106, -2.647, 2.949)
H (2.755, -3.673, 1.563)
C (-0.924, 4.808, 0.282)
C (-1.376, 4.133, 1.575)
C (-0.986, 4.944, 2.805)
Sb (-0.679, 2.060, 1.610)
C (-2.129, 1.083, 2.926)
C (-3.407, 0.917, 2.109)
C (-2.367, 1.823, 4.235)
C (1.363, 2.088, 2.423)
C (2.220, 2.926, 1.479)
C (1.467, 2.549, 3.870)
H (-1.429, 5.770, 0.171)
H (-1.151, 4.201, -0.596)
H (0.151, 4.998, 0.295)
H (-2.462, 4.008, 1.552)
H (0.064, 5.237, 2.764)
H (-1.162, 4.413, 3.741)
H (-1.578, 5.862, 2.831)
H (-1.700, 0.097, 3.108)
H (-3.835, 1.884, 1.835)
H (-4.156, 0.380, 2.695)
H (-3.219, 0.350, 1.196)
H (-2.812, 2.802, 4.055)
H (-1.445, 1.959, 4.805)
H (-3.065, 1.257, 4.858)
H (1.667, 1.040, 2.346)
H (1.991, 3.989, 1.582)
H (2.076, 2.641, 0.434)
H (3.277, 2.794, 1.723)
H (1.174, 3.593, 3.973)
H (2.504, 2.463, 4.208)
H (0.850, 1.946, 4.538)

These are the Löwdin partial charges, in e, on atoms 1 to 4:
1. Pt 0.689
2. C -0.066
3. C -0.190
4. N -0.115



# 2
This record from the Open Molecules 2025 dataset describes the molecule C17H16BrN3O4S at a distorted geometry. The level of theory is ωB97M-V with the def2-TZVPD basis set.

For the frontier orbital gap, the calculation gives 0.335 Eh. The value obtained for the HOMO energy is -8.93 eV. As for the SMILES: Cc1ccc(NS(=O)(=O)c2ccc3c(c2)NC(=O)[C@H](C)C(=O)N3)c(Br)c1.

Element x y z (Å)
C (-6.956, -1.097, -0.901)
C (-5.621, -0.423, -0.837)
C (-4.488, -1.143, -0.479)
C (-3.259, -0.518, -0.399)
C (-3.116, 0.841, -0.650)
C (-4.253, 1.555, -1.017)
C (-5.481, 0.930, -1.118)
H (-6.346, 1.508, -1.408)
H (-4.160, 2.611, -1.224)
N (-1.864, 1.456, -0.524)
S (-1.210, 1.550, 1.053)
O (-2.085, 0.895, 1.973)
O (-0.911, 2.938, 1.249)
C (0.348, 0.684, 0.941)
C (1.159, 0.905, -0.147)
C (2.401, 0.274, -0.243)
C (2.806, -0.586, 0.794)
C (1.958, -0.787, 1.886)
C (0.736, -0.154, 1.970)
H (0.069, -0.314, 2.800)
H (2.270, -1.465, 2.666)
N (3.990, -1.311, 0.738)
C (5.215, -0.943, 0.246)
O (6.139, -1.715, 0.248)
C (5.286, 0.493, -0.246)
C (4.508, 0.556, -1.550)
O (5.001, 0.700, -2.640)
N (3.149, 0.462, -1.400)
H (2.621, 0.680, -2.236)
C (6.732, 0.925, -0.455)
H (7.281, 0.858, 0.480)
H (7.204, 0.272, -1.184)
H (6.768, 1.945, -0.826)
H (4.780, 1.133, 0.486)
H (3.989, -2.196, 1.232)
H (0.823, 1.552, -0.941)
H (-1.848, 2.389, -0.915)
Br (-1.728, -1.557, 0.002)
H (-4.560, -2.200, -0.270)
H (-6.856, -2.123, -1.247)
H (-7.629, -0.562, -1.565)
H (-7.406, -1.120, 0.092)

These are the Löwdin partial charges, in e, on atoms 1 to 4:
1. C -0.047
2. C -0.274
3. C -0.079
4. C -0.580



# 3
This record from the Open Molecules 2025 dataset describes a cluster of 3 separate species, C6H14O2 in total at a distorted geometry. The level of theory is ωB97M-V with the def2-TZVPD basis set.

For the frontier orbital gap, the calculation gives 0.330 Eh. The value obtained for the HOMO energy is -8.36 eV. As for the SMILES: C/C=C/C=C/C.O.O.

Element x y z (Å)
C (1.012, -1.374, 2.145)
C (0.515, -0.110, 1.495)
C (1.172, 0.625, 0.599)
C (0.462, 1.832, 0.084)
C (0.610, 2.369, -1.126)
C (0.150, 3.776, -1.441)
H (0.307, -2.201, 2.092)
H (1.133, -1.266, 3.229)
H (2.020, -1.450, 1.750)
H (-0.569, -0.015, 1.494)
H (2.198, 0.590, 0.254)
H (-0.204, 2.348, 0.770)
H (1.140, 1.811, -1.862)
H (-0.914, 3.983, -1.372)
H (0.532, 4.428, -0.650)
H (0.589, 4.065, -2.393)
H (1.447, -3.668, -1.961)
H (0.198, -3.336, -2.706)
O (1.102, -3.626, -2.855)
H (-4.718, -2.312, 1.072)
H (-4.242, -3.606, 0.427)
O (-3.938, -2.863, 0.956)

These are the Löwdin partial charges, in e, on atoms 1 to 4:
1. C -0.105
2. C -0.177
3. C -0.116
4. C -0.149